Formula: C23H28B2CaF4N9O4Se
Source: OMol25
Level of theory: the ωB97M-V functional and the def2-TZVPD basis

XYZ file:
```
72
Properties=species:S:1:pos:R:3:forces:R:3
Ca -0.84412 1.13954 0.81760 -0.3 0.5 -0.1
C 3.58623 0.02449 2.28041 0.0 0.0 0.0
C 2.13178 0.09962 1.97371 0.1 0.1 0.1
N 1.59966 0.56109 0.90562 -0.2 -0.4 -0.2
O 2.45164 1.03904 -0.12816 0.1 0.2 -0.1
B 1.31889 1.89462 -1.31603 -0.1 0.0 -0.2
F 2.15838 2.54671 -2.11763 0.2 0.1 0.3
F 0.59263 2.65386 -0.41905 0.1 -0.2 0.0
O 0.64349 0.83844 -1.97471 0.0 0.0 -0.1
N -0.62930 0.52200 -1.50816 0.0 -0.2 0.3
C -1.21334 -0.41572 -2.13740 0.0 0.1 0.0
C -0.60805 -1.14548 -3.29161 0.0 0.0 0.0
C -2.56540 -0.89225 -1.57786 -0.2 -0.1 -0.1
N -3.23928 -0.09360 -0.53916 0.6 0.4 0.2
O -2.12593 -0.73033 1.50549 0.1 0.0 -0.2
B -2.31549 -0.14564 2.86327 0.1 0.0 0.2
F -3.38116 -0.55414 3.58041 0.0 -0.1 -0.1
F -2.34903 1.29090 2.61580 0.0 0.1 -0.1
O -1.04062 -0.42807 3.59098 0.0 -0.1 0.0
N -0.03790 0.02116 2.81447 -0.1 0.1 -0.2
C 1.14614 -0.40832 2.99579 0.0 0.0 0.1
C 1.55572 -1.36987 4.06195 0.0 0.0 0.0
C -3.52068 -1.33003 -2.67369 0.0 0.0 0.0
H 4.13267 0.81022 1.76378 0.0 0.0 0.0
H 3.99600 -0.93277 1.95820 0.0 0.0 0.0
H 3.74011 0.10576 3.35465 0.0 0.0 0.0
H 0.21563 -0.57795 -3.71258 0.0 0.0 0.0
H -1.34467 -1.35062 -4.06330 0.0 0.0 0.0
H -0.21983 -2.10503 -2.93804 0.0 0.0 0.0
H 0.66529 -1.82168 4.49014 0.0 0.0 0.0
H 2.09914 -0.86268 4.86141 0.0 0.0 0.0
H 2.20198 -2.15063 3.65941 0.0 0.0 0.0
H -3.64545 -0.54249 -3.41895 0.0 0.0 0.0
H -4.48677 -1.54926 -2.22348 0.0 0.0 0.0
H -3.16248 -2.22773 -3.17718 0.0 0.0 0.0
N -4.84708 2.89624 -0.15913 -0.1 0.0 0.0
C -3.58315 3.32256 -0.14974 0.0 0.0 -0.1
N -2.77927 2.29404 -0.32032 0.1 -0.1 0.3
C -3.63964 1.23013 -0.42637 -0.2 -0.1 -0.1
N -4.90826 1.56822 -0.33953 0.0 0.0 0.0
C -3.01393 -1.10991 0.49456 0.0 -0.2 0.2
C -4.22861 -1.80215 1.06597 0.0 0.1 -0.1
N -4.42021 -3.04856 0.94870 -0.1 -0.1 0.0
C -3.52291 -3.81748 0.18359 0.0 0.0 0.0
C -2.59821 -3.27054 -0.60582 0.0 0.0 0.0
N -2.32599 -1.90334 -0.51316 0.0 0.0 0.0
H -5.69431 3.43121 -0.05519 0.0 0.0 0.0
H -3.29772 4.35347 -0.01991 0.0 0.0 0.0
H -4.96668 -1.19174 1.57933 0.0 0.0 0.0
H -3.66891 -4.88611 0.21943 0.0 0.0 0.0
H -1.98905 -3.85262 -1.28451 0.0 0.0 0.0
C 9.05686 -0.13541 1.06257 0.0 0.0 0.0
C 7.66810 -0.16608 0.48858 0.1 0.0 0.0
C 6.94681 -1.35369 0.42552 0.0 -0.1 0.0
C 5.65681 -1.40176 -0.07706 -0.1 0.0 0.0
C 4.93075 -2.72189 -0.12329 0.0 0.0 0.0
C 5.08749 -0.20735 -0.55327 0.1 0.3 0.0
Se 3.32687 -0.26439 -1.23105 0.0 -0.1 0.0
C 5.81247 1.00193 -0.55899 0.0 -0.1 0.0
C 5.26792 2.29345 -1.09973 0.0 0.0 0.0
C 7.08761 0.99398 -0.00906 0.0 0.0 0.0
H 9.37691 -1.12324 1.38796 0.0 0.0 0.0
H 9.10590 0.53954 1.91820 0.0 0.0 0.0
H 9.77064 0.22815 0.32228 0.0 0.0 0.0
H 7.40672 -2.26919 0.77929 0.0 0.0 0.0
H 5.53400 -3.50013 0.33947 0.0 0.0 0.0
H 4.71765 -3.02966 -1.14773 0.0 0.0 0.0
H 3.96937 -2.67730 0.39309 0.0 0.0 0.0
H 4.50722 2.13317 -1.85798 0.0 0.0 0.0
H 6.07360 2.88189 -1.53650 0.0 0.0 0.0
H 4.81678 2.89378 -0.30617 0.0 0.0 0.0
H 7.65292 1.91923 0.01138 0.0 0.0 0.0
```
Positions in Å, forces in eV/Å.

Results
Total charge   +1
LUMO energy   -3.660 eV
Orbital gap   7.2857 eV
ΔE to the lowest compared entry with this formula, charge and spin   9.1 kcal/mol
Highest occupied orbital energy   -10.946 eV
Spin multiplicity   1
Molecular weight   711.19 g/mol

Atom charges from the Mulliken analysis, given in e for atoms 1 to 6:
1. Ca 2.029
2. C -1.575
3. C 0.825
4. N -0.185
5. O 0.090
6. B 0.265